1.
ORCA calculation (wB97M-V/def2-TZVPD) on a cluster of 2 separate species, C24H39BBrClIN3O10 in total.

Cartesian coordinates (Å):
C  6.00  -1.68  -0.37
O  5.59  -1.48  -1.70
C  4.35  -0.82  -1.81
C  4.43  0.69  -1.56
C  3.35  1.23  -0.62
C  3.61  2.66  -0.16
C  2.39  3.32  0.50
C  2.07  4.72  -0.02
C  0.96  5.40  0.79
C  -0.39  5.34  0.07
C  -1.59  5.34  1.02
C  -1.91  3.90  1.44
N  -2.98  3.32  0.61
C  -3.00  2.08  0.23
N  -1.93  1.22  0.54
C  -1.75  0.44  -0.73
Br  -0.29  1.31  -1.69
C  -1.48  -1.01  -0.35
C  -0.11  -1.34  0.26
C  -0.27  -2.55  1.15
Cl  1.08  -1.67  -1.04
C  -3.05  0.72  -1.57
C  -3.74  -0.44  -2.24
C  -2.97  -0.99  -3.46
C  -2.87  0.02  -4.60
O  -3.60  -2.19  -3.89
N  -3.90  1.45  -0.54
I  -5.55  2.43  -1.22
H  6.85  -2.36  -0.39
H  6.30  -0.75  0.12
H  5.19  -2.14  0.22
H  4.00  -1.02  -2.83
H  3.63  -1.28  -1.11
H  5.42  0.93  -1.16
H  4.35  1.22  -2.51
H  3.28  0.57  0.25
H  2.38  1.19  -1.12
H  4.46  2.67  0.53
H  3.93  3.26  -1.03
H  1.52  2.68  0.33
H  2.53  3.38  1.59
H  2.98  5.33  -0.04
H  1.74  4.63  -1.06
H  1.22  6.44  1.03
H  0.86  4.88  1.75
H  -0.41  4.40  -0.50
H  -0.48  6.15  -0.66
H  -1.39  5.92  1.92
H  -2.45  5.80  0.52
H  -1.04  3.27  1.26
H  -2.18  3.81  2.49
H  -3.73  3.93  0.29
H  -2.34  0.56  1.21
H  -2.22  -1.25  0.42
H  -1.66  -1.69  -1.18
H  0.27  -0.50  0.83
H  0.67  -2.84  1.61
H  -0.61  -3.42  0.57
H  -1.01  -2.34  1.93
H  -2.79  1.49  -2.29
H  -4.73  -0.12  -2.59
H  -3.88  -1.26  -1.53
H  -1.97  -1.30  -3.15
H  -2.36  0.94  -4.30
H  -2.32  -0.43  -5.43
H  -3.87  0.29  -4.95
H  -4.49  -1.98  -4.22
B  -0.63  -6.21  3.41
O  -1.40  -7.37  2.96
C  -0.63  -8.17  2.23
O  -0.96  -9.20  1.71
C  0.78  -7.52  2.16
O  1.73  -7.95  1.58
O  0.72  -6.39  2.86
O  -1.23  -4.94  2.93
C  -1.52  -4.17  3.95
O  -2.00  -3.06  3.88
C  -1.12  -4.91  5.25
O  -1.25  -4.49  6.36
O  -0.61  -6.08  4.88

Summary:
LUMO	-2.713	eV
gap between HOMO and LUMO	5.89	eV

---

2.
ORCA calculation (wB97M-V/def2-TZVPD) on a cluster of 14 separate species, C24H39Cl26I2O9P3 in total.

Cartesian coordinates (Å):
C  -0.02  2.47  5.32
C  1.57  2.89  5.42
I  1.87  3.80  7.39
C  2.60  1.58  5.36
C  2.28  0.65  4.05
C  2.04  -0.85  4.10
P  2.09  -1.76  5.78
P  0.90  -3.58  5.81
O  0.46  -4.12  4.39
O  1.92  -4.83  6.53
O  -0.54  -3.50  6.79
C  1.78  -1.56  2.62
O  2.18  -2.79  2.27
C  1.00  -0.67  1.45
P  -0.20  -1.38  0.14
O  -1.65  -0.75  0.14
O  -0.39  -3.11  0.39
O  0.54  -1.17  -1.43
C  1.24  0.81  1.42
C  0.60  1.86  0.32
C  1.68  1.85  -0.97
O  1.37  2.34  -2.19
I  3.74  1.03  -0.77
C  2.23  1.44  2.58
O  2.94  2.56  2.37
H  -0.57  3.04  6.21
H  -0.24  1.33  5.48
H  -0.43  2.80  4.27
H  1.91  3.67  4.62
H  2.52  1.03  6.40
H  3.68  2.06  5.18
H  3.47  -2.21  5.96
H  2.85  -4.41  6.56
H  -0.25  -3.51  7.76
H  0.37  -3.61  -0.04
H  1.46  -1.60  -1.32
H  0.60  2.99  0.68
H  -0.47  1.57  -0.06
C  6.00  4.54  8.15
Cl  5.08  4.08  6.71
Cl  5.83  6.27  8.47
H  5.63  3.98  9.01
H  7.05  4.31  7.98
C  2.58  2.73  -5.24
Cl  2.76  4.31  -6.02
Cl  4.09  2.24  -4.46
H  1.79  2.80  -4.48
H  2.31  1.99  -5.99
C  -3.30  -2.35  -1.98
Cl  -5.07  -2.45  -1.99
Cl  -2.64  -2.53  -3.61
H  -3.00  -1.38  -1.58
H  -2.90  -3.15  -1.35
C  -1.45  5.44  2.50
Cl  -0.89  4.24  1.33
Cl  -1.62  4.74  4.11
H  -0.73  6.26  2.54
H  -2.42  5.82  2.17
C  -2.17  1.19  -2.72
Cl  -2.38  2.41  -1.45
Cl  -1.43  1.90  -4.16
H  -1.52  0.40  -2.34
H  -3.15  0.78  -2.98
C  -5.40  -3.08  2.26
Cl  -6.48  -2.44  1.01
Cl  -3.72  -3.04  1.72
H  -5.50  -2.48  3.16
H  -5.68  -4.12  2.47
C  3.89  5.35  -9.72
Cl  2.97  4.89  -11.15
Cl  3.72  7.08  -9.39
H  3.51  4.79  -8.86
H  4.94  5.12  -9.88
C  -5.18  -2.25  6.36
Cl  -6.26  -1.61  5.11
Cl  -3.50  -2.21  5.82
H  -5.28  -1.65  7.26
H  -5.46  -3.29  6.57
C  3.83  2.93  -14.02
Cl  3.92  3.41  -15.72
Cl  4.92  1.58  -13.68
H  4.12  3.78  -13.40
H  2.81  2.63  -13.78
C  4.53  6.54  -17.22
Cl  3.45  7.18  -18.47
Cl  6.22  6.58  -17.76
H  4.43  7.14  -16.32
H  4.26  5.50  -17.01
C  -5.27  -5.74  -0.70
Cl  -4.71  -6.95  -1.87
Cl  -5.44  -6.45  0.91
H  -4.55  -4.92  -0.66
H  -6.24  -5.36  -1.03
C  -5.89  -10.54  -1.90
Cl  -5.32  -11.75  -3.07
Cl  -6.05  -11.25  -0.29
H  -5.16  -9.73  -1.86
H  -6.86  -10.16  -2.23
C  -1.87  -4.13  10.87
Cl  -2.95  -3.50  9.62
Cl  -0.19  -4.09  10.33
H  -1.97  -3.53  11.77
H  -2.15  -5.17  11.08

Summary:
LUMO	-2.765	eV
gap between HOMO and LUMO	6.63	eV
ΔE to the lowest compared entry with this formula, charge and spin	914.2	kJ/mol

---

3.
ORCA calculation (wB97M-V/def2-TZVPD) on a structure of composition C24H40As2N4O11P2Ti.

Cartesian coordinates (Å):
Ti  1.40  0.34  -1.02
C  4.82  1.71  -3.81
C  3.73  0.64  -3.82
O  3.72  -0.11  -5.03
P  3.97  -0.53  -2.47
O  3.00  -1.76  -2.74
O  5.43  -1.10  -2.54
O  3.56  0.11  -1.18
P  2.07  1.45  -3.60
O  1.04  0.20  -3.33
O  1.86  2.26  -4.81
O  1.96  1.99  -2.18
H  5.78  1.27  -4.05
H  4.88  2.20  -2.84
H  4.58  2.47  -4.56
H  3.42  0.49  -5.73
H  3.19  -2.19  -3.60
H  5.70  -1.58  -1.74
H  0.51  -0.30  -3.97
C  -3.95  -1.30  2.13
As  -2.39  -0.30  1.49
C  -3.39  1.38  1.22
C  -1.54  0.14  3.21
C  -1.61  1.41  3.77
C  -0.97  1.71  4.97
C  -0.26  0.72  5.63
C  -0.18  -0.55  5.08
C  -0.80  -0.85  3.87
As  -0.64  -2.65  3.07
C  -1.57  -3.63  4.50
C  1.19  -3.04  3.67
H  -4.42  -0.81  2.98
H  -3.64  -2.31  2.41
H  -4.66  -1.38  1.31
H  -4.09  1.59  2.03
H  -3.95  1.28  0.29
H  -2.70  2.22  1.12
H  -2.18  2.19  3.29
H  -1.04  2.70  5.40
H  0.24  0.94  6.57
H  0.39  -1.31  5.60
H  -1.20  -3.35  5.48
H  -1.41  -4.70  4.34
H  -2.64  -3.43  4.45
H  1.25  -3.09  4.76
H  1.87  -2.26  3.32
H  1.51  -3.99  3.25
C  0.86  2.59  0.85
N  -0.04  3.21  -0.11
C  0.45  4.49  -0.62
C  -0.80  2.39  -0.90
N  -0.53  1.11  -0.95
N  -1.81  2.95  -1.59
C  -2.52  4.13  -1.11
C  -2.48  2.18  -2.63
H  1.10  3.31  1.63
H  1.83  2.31  0.39
H  0.40  1.72  1.31
H  1.50  4.40  -0.91
H  0.34  5.27  0.13
H  -0.11  4.77  -1.51
H  -1.24  0.52  -1.40
H  -2.13  4.44  -0.15
H  -3.58  3.88  -0.99
H  -2.44  4.96  -1.82
H  -1.76  1.60  -3.19
H  -2.97  2.88  -3.31
H  -3.22  1.49  -2.23
O  3.00  -2.57  0.55
C  1.92  -2.13  0.26
O  1.58  -0.84  0.45
C  0.83  -2.92  -0.38
C  0.78  -4.31  -0.34
C  -0.28  -4.96  -0.96
C  -1.26  -4.27  -1.66
C  -1.17  -2.87  -1.75
C  -0.14  -2.22  -1.07
N  -2.05  -2.10  -2.50
O  -1.76  -0.83  -2.66
O  -3.02  -2.64  -3.08
H  1.55  -4.86  0.19
H  -0.35  -6.04  -0.91
H  -2.08  -4.77  -2.15
H  -0.25  -1.15  -1.08

Summary:
LUMO (spin up / spin down)	-0.417 / -0.094	eV
⟨S²⟩	2.024
gap between HOMO and LUMO (spin up / spin down)	4.94 / 7.82	eV
multiplicity	3
ΔE to the lowest compared entry with this formula, charge and spin	169.6	kJ/mol

---

Number 1: largest force on an atom 0.71 eV/Å. Number 2: largest force on an atom 9.40 eV/Å. Number 3: largest force on an atom 0.76 eV/Å.